This record from OMol25 describes a single C3H3ClN2O molecule. The level of theory is ωB97M-V with the def2-TZVPD basis set.

```
10
C3H3ClN2O, DFT ωB97M-V with the def2-TZVPD basis set
N -0.228 -0.366 -1.755
C 0.190 -0.072 -0.488
N 1.424 -0.384 -0.178
O 1.595 -0.012 1.089
C 0.369 0.421 1.602
C -0.487 0.451 0.553
Cl -2.208 0.595 0.624
H 0.339 -1.097 -2.210
H -1.292 -0.238 -1.866
H 0.298 0.702 2.630
```

Summary:
Total energy in eV: -20707.7050
Charge: 0
SMILES: Nc1nocc1Cl
Orbital gap in eV: 9.66
ΔE to the lowest compared entry with this formula, charge and spin in kJ/mol: 177.0
LUMO energy in Eh: 0.0249

Results of the Löwdin charge analysis, in e, for atoms 1 through 2:
1. N 0.1054
2. C -0.5036

***

This record from OMol25 describes 2 unconnected molecules or ions with the total composition C10H15NO. The level of theory is ωB97M-V with the def2-TZVPD basis set.

```
27
C10H15NO, DFT ωB97M-V with the def2-TZVPD basis set
C -0.751 -1.447 3.200
C -0.749 -1.683 1.737
C -0.665 -0.611 0.840
C -0.578 -0.933 -0.545
C -0.361 -2.221 -0.923
C -0.393 -3.263 -0.031
C -0.706 -2.982 1.281
H -1.875 -1.496 3.320
H -0.235 -0.444 3.435
H -0.213 -2.094 3.868
H -1.001 0.289 1.256
H -0.871 -0.269 -1.331
H -0.084 -2.512 -1.985
H -0.320 -4.327 -0.399
H -0.848 -3.875 1.994
C -0.988 2.495 -1.889
C -0.093 2.816 -0.635
C 1.307 2.231 -0.974
N 2.353 2.378 0.036
O 1.429 1.588 -1.971
H -1.381 1.594 -1.819
H -0.334 2.577 -2.853
H -1.768 3.244 -2.336
H 0.107 3.829 -0.513
H -0.654 2.562 0.216
H 3.168 2.071 -0.331
H 2.270 3.085 0.631
```

Summary:
Total energy in eV: -14148.8562
Charge: 0
SMILES: Cc1ccccc1.CCC(N)=O
Orbital gap in eV: 9.73
ΔE to the lowest compared entry with this formula, charge and spin in kJ/mol: 262.7
LUMO energy in Eh: 0.0323

Results of the Löwdin charge analysis, in e, for atoms 1 through 2:
1. C -0.0693
2. C -0.3329

***

This record from OMol25 describes a molecular structure, C33H18BrF4N4PPd. The level of theory is ωB97M-V with the def2-TZVPD basis set.

```
62
C33H18BrF4N4PPd, DFT ωB97M-V with the def2-TZVPD basis set
Pd -1.280 0.645 0.572
F 1.505 7.157 0.406
C 1.390 5.824 0.310
C 1.900 5.155 -0.779
F 2.536 5.842 -1.740
C 1.774 3.777 -0.860
F 2.394 3.229 -1.919
C 1.100 3.012 0.086
P 0.637 1.169 -0.116
C 2.172 0.514 0.670
C 1.997 -0.389 1.714
C 3.094 -0.914 2.383
C 4.378 -0.547 2.009
C 4.563 0.352 0.966
C 3.466 0.881 0.304
C 0.964 0.949 -1.912
C 0.108 1.613 -2.792
C 0.214 1.432 -4.160
C 1.157 0.548 -4.673
C 1.979 -0.152 -3.804
C 1.885 0.047 -2.432
C 0.656 3.720 1.215
Br -0.084 2.877 2.733
C 0.791 5.094 1.317
F 0.357 5.771 2.390
H 0.986 -0.685 1.970
H 2.944 -1.625 3.187
H 5.236 -0.971 2.517
H 5.565 0.631 0.661
H 3.618 1.577 -0.513
H -0.662 2.263 -2.388
H -0.455 1.963 -4.827
H 1.233 0.390 -5.742
H 2.693 -0.871 -4.188
H 2.517 -0.525 -1.766
C -2.389 -4.050 -0.465
C -3.077 -4.246 0.722
C -3.632 -3.154 1.368
C -3.482 -1.881 0.814
N -2.824 -1.697 -0.335
C -2.295 -2.751 -0.944
C -4.029 -0.667 1.483
C -5.288 -0.744 2.083
C -5.839 0.364 2.710
C -5.109 1.547 2.735
C -3.853 1.601 2.138
C -3.251 0.509 1.486
H -1.908 -4.866 -0.989
H -3.159 -5.238 1.152
H -4.138 -3.271 2.318
H -1.746 -2.541 -1.856
H -5.858 -1.668 2.032
H -6.825 0.309 3.159
H -5.518 2.426 3.224
H -3.309 2.541 2.192
N 0.846 -2.348 -0.513
C 1.400 -3.357 -0.639
C 2.039 -4.604 -0.818
C 3.444 -4.695 -0.883
N 4.598 -4.776 -0.944
C 1.258 -5.768 -0.957
N 0.615 -6.725 -1.074
```

Summary:
Total energy in eV: -134154.1979
Charge: -2
Orbital gap in eV: 5.30
ΔE to the lowest compared entry with this formula, charge and spin in kJ/mol: 188.2
LUMO energy in Eh: 0.1511

Results of the Löwdin charge analysis, in e, for atoms 1 through 2:
1. Pd 0.2685
2. F 0.0991